Formula: C4H6N3
Source: the Open Molecules 2025 dataset
Level of theory: ωB97M-V/def2-TZVPD

Summary:
LUMO ... -0.2588 Ha
HOMO level ... -14.38 eV
Net charge ... +1
ΔE to the lowest compared entry with this formula, charge and spin ... 5.582 eV
Maximum force ... 0.064 hartree/bohr
Spin multiplicity ... 1
Orbital gap ... 7.339 eV
M ... 96.113 u

Bonds (Å) are listed after each position.
Atoms and positions in Å:
1 C 1.7543 0.2310 0.3633  C2 1.461, H8 1.098, H9 1.059, H10 1.016
2 C 0.6461 0.2957 -0.5866  C1 1.461, C3 1.844, N7 1.402, H11 1.114
3 C -0.4365 -1.1037 -0.0656  C2 1.844, N4 1.187, H12 1.052
4 N -1.6065 -1.0404 0.1210  C3 1.187, C5 1.374
5 C -2.3226 0.1322 0.1132  N4 1.374, N6 1.303, H13 1.025
6 N -1.5574 1.1699 -0.0745  C5 1.303, N7 1.193
7 N -0.4570 1.1591 -0.5351  C2 1.402, N6 1.193
8 H 2.1382 1.2565 0.2856  C1 1.098
9 H 2.5165 -0.4870 0.2051  C1 1.059
10 H 1.4925 -0.0135 1.3140  C1 1.016
11 H 0.9357 0.1504 -1.6523  C2 1.114
12 H 0.2006 -1.9229 0.1052  C3 1.052
13 H -3.3039 0.1727 0.4068  C5 1.025

Formula: C6H17NO3
Source: the Open Molecules 2025 dataset
Level of theory: ωB97M-V/def2-TZVPD

Summary:
LUMO ... 0.0151 Ha
HOMO level ... -8.77 eV
Net charge ... 0
ΔE to the lowest compared entry with this formula, charge and spin ... 2.707 eV
Maximum force ... 0.073 hartree/bohr
Spin multiplicity ... 1
Orbital gap ... 9.181 eV
M ... 151.206 u

Bonds (Å) are listed after each position.
Atoms and positions in Å:
1 C -3.3517 0.3226 1.1920  C2 1.522, H9 1.110, H10 1.076, H11 1.094
2 C -2.2843 0.8170 0.2260  C1 1.522, C3 1.533, H12 1.102, H13 1.093
3 C -0.8768 0.7547 0.8310  C2 1.533, C4 1.573, H14 1.080, H15 1.097
4 C -0.4095 -0.7452 0.7593  C3 1.573, N5 1.456, H16 1.126, H17 1.072
5 N 0.5571 -0.8992 -0.3190  C4 1.456, C6 1.465, H18 1.008
6 C 2.0013 -0.8452 -0.0767  N5 1.465, C7 1.555, H19 1.097, H20 1.084
7 C 2.4445 0.5623 -0.5678  C6 1.555, O8 1.209, H21 1.096
8 O 3.5479 1.0552 -0.5237  C7 1.209
9 H -2.9781 -0.5922 1.6983  C1 1.110
10 H -4.2817 0.1059 0.6950  C1 1.076
11 H -3.5224 1.0241 2.0141  C1 1.094
12 H -2.3992 1.8734 -0.0641  C2 1.102
13 H -2.3576 0.2889 -0.7280  C2 1.093
14 H -0.9908 1.2467 1.7853  C3 1.080
15 H -0.2574 1.3936 0.1889  C3 1.097
16 H 0.0647 -0.8884 1.7709  C4 1.126
17 H -1.1693 -1.4474 0.4776  C4 1.072
18 H 0.3981 -1.8433 -0.6345  N5 1.008
19 H 2.5534 -1.5317 -0.7309  C6 1.097
20 H 2.2541 -0.9101 0.9750  C6 1.084
21 H 1.6467 1.2474 -0.8756  C7 1.096
22 O 1.0305 -3.5211 -1.2707  H23 0.969, H24 0.962
23 H 0.4592 -4.3037 -1.2841  O22 0.969
24 H 0.9151 -3.1709 -2.1592  O22 0.962
25 O 2.0003 3.1791 -1.2406  H26 0.964, H27 0.973
26 H 2.1294 4.0721 -0.9004  O25 0.964
27 H 2.8766 2.7553 -1.2384  O25 0.973

Question: Which formula does entry 1 have?
Answer: C4H6N3

Question: Which formula does entry 2 have?
Answer: C6H17NO3

Question: Which of these has the highest net charge?
Answer: C4H6N3